Run i
This record from the OMol25 dataset describes a 3-piece molecular cluster, C6H11NO2 overall. The level of theory is ωB97M-V/def2-TZVPD.

Each line ends with the natural charge from an NBO analysis.
CARTESIAN COORDINATES (ANGSTROEM)
N: 1.68725 0.44757 0.75764  -0.860
C: 0.35173 0.17165 0.22252  0.199
C: -0.09767 1.22150 -0.67230  -0.292
C: -1.30106 0.92979 -1.37761  -0.185
C: -2.00621 -0.28533 -1.18062  -0.266
C: -1.53659 -1.29018 -0.38257  -0.212
C: -0.48698 -1.07429 0.46527  -0.282
H: 2.17899 1.37284 0.54563  0.406
H: 1.79881 -0.08593 1.62777  0.395
H: 0.61133 2.10646 -0.65190  0.217
H: -1.71526 1.59341 -2.14147  0.217
H: -2.93874 -0.50372 -1.73731  0.216
H: -2.22282 -2.16021 -0.19555  0.219
H: -0.28183 -1.81702 1.30105  0.227
H: 0.44017 1.40514 2.52110  0.458
H: -0.75722 0.82270 3.11899  0.467
O: -0.06296 1.42343 3.23330  -0.925
H: 1.43324 -1.83111 -1.95698  0.475
H: 2.64563 -0.85889 -1.97347  0.468
O: 2.26019 -1.58783 -1.52350  -0.940

The net charge is 0. As for the SMILES: Nc1ccccc1.O.O. The frontier orbital gap comes out at 8.826 eV. The HOMO energy is -8.09 eV.



Run ii
This record from the OMol25 dataset describes C6H11NO2 as an isolated structure. The level of theory is ωB97M-V/def2-TZVPD.

Each line ends with the natural charge from an NBO analysis.
CARTESIAN COORDINATES (ANGSTROEM)
C: 1.78859 1.29986 2.25701  -0.414
N: 0.81117 0.69534 1.37215  -0.634
C: 0.39197 -1.03540 0.54450  0.854
O: 1.10384 -2.01263 0.60196  -0.575
C: -0.92469 -0.74651 1.19177  -0.371
C: -0.82459 -0.61216 2.69771  -0.406
C: -0.55955 0.58385 1.84838  0.123
C: -1.44322 1.79927 1.83659  -0.619
H: 1.67207 0.91873 3.28282  0.188
H: 2.79433 1.02380 1.91511  0.209
H: 1.69670 2.39772 2.28066  0.187
H: -1.86221 -0.85917 0.65061  0.250
H: -1.76877 -0.63867 3.24293  0.236
H: 0.01658 -1.09144 3.20160  0.236
H: -1.08977 2.52777 2.58055  0.216
H: -1.42154 2.28964 0.85304  0.221
H: -2.48197 1.52007 2.05460  0.217
H: 0.93196 0.98002 -0.02795  0.499
O: 0.65783 -0.10579 -1.00852  -0.896
H: 1.46692 -0.48455 -1.37142  0.480

The net charge is 0. The frontier orbital gap comes out at 9.758 eV. The HOMO energy is -8.95 eV.



Stability ranking, top and bottom: run i is the most stable and run ii is the least stable.



Run i
This record from the OMol25 dataset describes a 2-piece molecular cluster, C6H11NO2 overall. The level of theory is ωB97M-V/def2-TZVPD.

Each line ends with the natural charge from an NBO analysis.
CARTESIAN COORDINATES (ANGSTROEM)
C: -2.01939 -3.08043 1.07741  1.042
C: 1.03466 -1.49249 -0.01510  -0.499
C: 1.14760 -0.88322 1.36133  -0.500
C: -0.13180 -0.71937 0.59826  -0.307
C: -1.40657 0.39448 -1.22645  -0.399
C: -0.92470 1.57161 0.80536  -0.400
N: -0.40812 0.59768 -0.09982  -0.377
O: -1.49570 -3.95370 1.57420  -0.533
O: -2.58348 -2.25719 0.55124  -0.511
H: 1.70443 -1.02429 -0.84262  0.180
H: 0.91769 -2.54874 0.11249  0.216
H: 1.06751 -1.64772 2.19366  0.203
H: 1.84434 -0.17428 1.71303  0.197
H: -1.28635 1.04206 -2.08362  0.206
H: -1.41829 -0.64613 -1.52658  0.246
H: -2.35226 0.52770 -0.79215  0.214
H: -0.74103 2.61219 0.44749  0.194
H: -1.93362 1.56729 0.96347  0.214
H: -0.53034 1.49909 1.76607  0.231
H: 0.49615 0.95490 -0.40306  0.383

The net charge is 0. The frontier orbital gap comes out at 7.091 eV. The HOMO energy is -6.39 eV.



Run ii
This record from the OMol25 dataset describes a 3-piece molecular cluster, C6H11NO2 overall. The level of theory is ωB97M-V/def2-TZVPD.

Each line ends with the natural charge from an NBO analysis.
CARTESIAN COORDINATES (ANGSTROEM)
N: 0.56484 1.15539 -1.38573  -0.822
C: 0.51000 0.47558 -0.23326  0.167
C: 1.79553 0.28248 0.37018  -0.284
C: 1.66029 -0.30215 1.65951  -0.165
C: 0.35207 -0.67615 2.14770  -0.281
C: -0.82584 -0.54799 1.40094  -0.200
C: -0.74614 -0.03962 0.11758  -0.315
H: 1.24998 1.92282 -1.56718  0.392
H: -0.41539 1.30654 -1.93920  0.368
H: 2.67294 0.46367 -0.13678  0.216
H: 2.52003 -0.55610 2.17245  0.203
H: 0.35202 -1.04750 3.27561  0.213
H: -1.72475 -1.05754 1.90602  0.223
H: -1.66610 0.19358 -0.44985  0.256
H: 0.12405 -1.85241 -1.71419  0.483
H: -0.68298 -2.75448 -0.54623  0.495
O: -0.26957 -2.66291 -1.46294  -0.975
H: -1.86624 2.14481 -2.07613  0.451
H: -1.58065 2.70462 -0.80061  0.472
O: -2.15697 2.07432 -1.18702  -0.898

The net charge is 0. As for the SMILES: Nc1ccccc1.O.O. The frontier orbital gap comes out at 8.141 eV. The HOMO energy is -7.72 eV.



Run iii
This record from the OMol25 dataset describes C6H11NO2 in the gas phase. The level of theory is ωB97M-V/def2-TZVPD.

Each line ends with the natural charge from an NBO analysis.
CARTESIAN COORDINATES (ANGSTROEM)
C: 1.11464 1.55144 -0.49414  -0.107
C: -0.11692 0.70656 -0.28044  -0.086
C: -0.04157 -0.62250 -0.12248  0.022
C: 1.14396 -1.59992 0.18109  -0.079
C: -1.40569 -1.15928 0.22074  -0.261
C: -1.57022 1.06957 -0.36458  -0.247
H: 1.02838 1.41597 1.46421  0.466
H: 0.93625 2.61546 -0.63343  0.194
H: 1.90401 1.14363 -1.11443  0.215
H: 1.19187 -1.75244 1.27901  0.183
H: 0.94873 -2.52749 -0.38740  0.190
H: 2.90092 -0.57952 0.19569  0.489
H: -1.43568 -1.87775 1.09249  0.199
H: -1.77918 -1.71992 -0.67133  0.170
H: -3.14761 -0.21755 0.13845  0.360
H: -1.80135 2.05403 0.00467  0.202
H: -1.79940 1.04873 -1.46586  0.172
N: -2.20071 0.00858 0.46321  -0.599
O: 1.79379 1.65855 0.89122  -0.754
O: 2.33579 -1.21618 -0.39670  -0.729

The net charge is 0. As for the SMILES: OCC1=C(CO)CNC1. The frontier orbital gap comes out at 9.549 eV. The HOMO energy is -8.79 eV.



Stability ranking, top and bottom: run ii is the most stable and run i is the least stable.



Run i
This record from the OMol25 dataset describes a 2-piece molecular cluster, C6H11NO2 overall. The level of theory is ωB97M-V/def2-TZVPD.

Each line ends with the natural charge from an NBO analysis.
CARTESIAN COORDINATES (ANGSTROEM)
C: -0.49574 0.19045 0.66776  0.149
C: -1.13934 2.39799 0.21381  -0.439
C: 0.48578 -2.00621 1.46136  -0.647
N: -0.54923 1.15260 -0.16153  -0.395
C: -0.02782 -1.13524 0.34252  -0.217
C: 1.04064 1.55512 -1.38465  0.273
C: -0.11996 -1.58961 -0.92103  0.232
O: 0.21101 -2.81747 -1.34254  -0.650
O: 1.48948 2.57270 -0.90836  -0.634
H: 0.60058 -3.32718 -0.61820  0.484
H: 0.38796 1.57558 -2.27024  0.100
H: 1.48560 0.56502 -1.19581  0.105
H: -0.83379 0.32844 1.70320  0.156
H: -0.51918 -0.97403 -1.71289  0.198
H: -2.02584 2.55401 -0.40325  0.203
H: -1.41777 2.43573 1.27219  0.177
H: -0.42516 3.19497 -0.00339  0.243
H: -0.03349 -2.96517 1.49009  0.211
H: 0.33112 -1.51728 2.42076  0.230
H: 1.55522 -2.19040 1.35014  0.222

The net charge is 0. As for the SMILES: C/N=C/C(C)=C/O.C=O. The frontier orbital gap comes out at 9.077 eV. The HOMO energy is -8.66 eV.



Run ii
This record from the OMol25 dataset describes C6H11NO2 in the gas phase. The level of theory is ωB97M-V/def2-TZVPD.

Each line ends with the natural charge from an NBO analysis.
CARTESIAN COORDINATES (ANGSTROEM)
C: 1.79452 -0.21181 0.97944  -0.680
C: -1.40008 0.64195 -1.77377  -0.643
N: -1.11724 -0.29417 0.55691  -0.675
C: 0.85152 0.92063 1.25400  0.292
C: -0.94448 -0.46104 -0.86450  0.038
C: -0.38957 -1.58873 -1.29174  0.132
C: -0.47234 0.85561 1.09212  -0.138
O: 1.38509 2.10550 1.70469  -0.677
O: 0.01105 -2.58660 -0.46291  -0.688
H: 2.33395 2.00166 1.83087  0.476
H: -0.19906 -2.28641 0.43583  0.489
H: -2.10817 -0.26104 0.78120  0.375
H: -0.21750 -1.81315 -2.33412  0.184
H: -1.07286 1.71462 1.36133  0.194
H: 1.45556 -1.11341 1.48483  0.231
H: 2.79898 0.02424 1.32757  0.207
H: 1.84262 -0.42271 -0.08899  0.241
H: -1.10940 0.43847 -2.79988  0.218
H: -2.48214 0.74698 -1.73175  0.204
H: -0.96046 1.58940 -1.46115  0.218

The net charge is 0. As for the SMILES: C/C(=C/O)N/C=C(\C)O. The frontier orbital gap comes out at 8.776 eV. The HOMO energy is -7.98 eV.



Stability ranking, top and bottom: run ii is the most stable and run i is the least stable.



Run i
This record from the OMol25 dataset describes a 2-piece molecular cluster, C3H8NO2 overall. The level of theory is ωB97M-V/def2-TZVPD.

Each line ends with the natural charge from an NBO analysis.
CARTESIAN COORDINATES (ANGSTROEM)
C: -2.95072 0.80532 0.15538  0.339
C: 0.58634 -0.47193 -0.52868  0.402
C: 2.51273 0.59151 -0.08865  -0.276
N: -0.43480 -1.42747 -0.05238  -0.806
O: -2.78531 -0.38476 0.17444  -0.572
O: 1.50820 -0.33985 0.37676  -0.436
H: -2.20032 1.49451 -0.54373  0.113
H: -3.77270 1.25088 0.54436  0.149
H: 2.39202 0.98774 -1.05994  0.230
H: 3.35477 -0.08474 0.01370  0.218
H: 2.73972 1.51437 0.57596  0.236
H: -1.31430 -1.22964 -0.58784  0.496
H: -0.64913 -1.29274 0.94225  0.449
H: 0.00854 -2.33949 -0.18849  0.459

The net charge is +1. The frontier orbital gap comes out at 10.165 eV. The HOMO energy is -14.68 eV.



Run ii
This record from the OMol25 dataset describes a 2-piece molecular cluster, C3H8NO2 overall. The level of theory is ωB97M-V/def2-TZVPD.

Each line ends with the natural charge from an NBO analysis.
CARTESIAN COORDINATES (ANGSTROEM)
O: 0.92292 -0.34610 1.42914  -0.645
C: 0.99890 -1.26208 2.21650  0.676
O: 1.56350 -1.24452 3.39071  -0.667
H: 0.78420 -2.32034 1.91072  0.124
H: 2.33672 -0.66356 3.46564  0.516
C: -1.23897 -0.25579 -1.70616  -0.486
C: 0.24366 1.60536 -0.96558  0.163
N: -0.91249 1.10011 -1.22774  -0.385
H: -1.39550 -0.38719 -2.85455  0.269
H: -2.27864 -0.55998 -1.40100  0.257
H: -0.57225 -1.08838 -1.37932  0.264
H: 1.04111 0.98332 -0.69493  0.247
H: 0.20230 2.63491 -0.76027  0.222
H: -1.69546 1.80423 -1.42316  0.446

The net charge is +1. The frontier orbital gap comes out at 9.163 eV. The HOMO energy is -14.37 eV.



Stability ranking, top and bottom: run ii is the most stable and run i is the least stable.



Run i
This record from the OMol25 dataset describes a 3-piece molecular cluster, CH8NO2 overall. The level of theory is ωB97M-V/def2-TZVPD.

Each line ends with the natural charge from an NBO analysis.
CARTESIAN COORDINATES (ANGSTROEM)
C: -0.74717 0.58740 0.47416  0.208
N: -0.00682 0.05834 -0.44733  -0.630
H: -0.65411 1.66345 0.55156  0.228
H: -1.58072 0.07881 0.93025  0.220
H: -0.40764 -0.77142 -0.90209  0.450
H: 1.02044 0.13649 -0.34396  0.479
H: 2.57503 2.14145 -0.62473  0.500
H: 3.14297 1.10581 0.37361  0.497
O: 2.34041 1.56732 0.11331  -0.972
H: -1.28582 -2.69481 -0.18913  0.496
H: -2.53754 -1.95434 0.37283  0.499
O: -1.85902 -1.91848 -0.30850  -0.976

The net charge is +1. The frontier orbital gap comes out at 10.413 eV. The HOMO energy is -16.24 eV.



Run ii
This record from the OMol25 dataset describes a 2-piece molecular cluster, CH8NO2 overall. The level of theory is ωB97M-V/def2-TZVPD.

Each line ends with the natural charge from an NBO analysis.
CARTESIAN COORDINATES (ANGSTROEM)
O: 1.54348 1.66981 1.32000  -0.981
H: 1.23297 0.02655 -0.43817  0.452
H: 2.45439 1.37932 1.51504  0.492
H: 1.09875 1.64450 2.18740  0.495
N: 0.26170 0.12075 -0.76280  -0.685
C: -0.46568 -1.17140 -0.46389  0.100
O: -1.78776 -0.85390 -0.27389  -0.697
H: -0.08775 0.87276 -0.18494  0.465
H: 0.26236 0.39978 -1.73907  0.443
H: -0.06941 -1.54765 0.48317  0.197
H: -0.18564 -1.86175 -1.26101  0.203
H: -2.44077 -1.33777 -0.73804  0.517

The net charge is +1. The frontier orbital gap comes out at 12.616 eV. The HOMO energy is -16.19 eV.



Stability ranking, top and bottom: run ii is the most stable and run i is the least stable.



Run i
This record from the OMol25 dataset describes a 2-piece molecular cluster, C4H7O2 overall. The level of theory is ωB97M-V/def2-TZVPD.

Each line ends with the natural charge from an NBO analysis.
CARTESIAN COORDINATES (ANGSTROEM)
O: 2.26233 -0.45784 -1.11268  -0.801
C: 2.49541 0.36695 -0.15952  0.627
O: 1.73357 0.93488 0.66656  -0.772
H: 3.59830 0.56870 -0.02051  -0.007
C: -0.64403 0.17135 -0.95625  -0.690
C: -1.18754 -0.65134 0.20417  -0.116
C: -1.69824 -0.24362 1.35671  -0.452
H: -1.24141 0.01838 -1.90338  0.176
H: -0.66471 1.21700 -0.67944  0.203
H: 0.42075 -0.07630 -1.10323  0.307
H: -1.13166 -1.72522 -0.00570  0.170
H: -2.12883 -0.94480 2.07578  0.173
H: -1.81395 0.82185 1.63749  0.182

The net charge is -1. The frontier orbital gap comes out at 8.169 eV. The HOMO energy is -3.91 eV.



Run ii
This record from the OMol25 dataset describes an isolated ion of composition C4H7O2 and charge -1. The level of theory is ωB97M-V/def2-TZVPD.

Each line ends with the natural charge from an NBO analysis.
CARTESIAN COORDINATES (ANGSTROEM)
O: 0.20078 -2.01541 1.94102  -0.792
C: -0.22673 -1.92517 0.76482  0.270
C: 0.12501 -0.98824 -0.20389  -0.570
C: 0.75877 0.33367 0.13136  -0.465
C: -0.21392 1.49045 -0.02636  -0.058
O: -0.56267 1.69899 -1.40383  -0.756
H: -0.96672 -2.65681 0.35899  0.053
H: -0.64684 0.79415 -1.75469  0.467
H: -0.29327 -1.19198 -1.18683  0.151
H: 1.20600 0.31024 1.12323  0.224
H: 1.60020 0.49118 -0.56748  0.175
H: -1.14213 1.21727 0.48487  0.156
H: 0.16152 2.44168 0.33877  0.147

The net charge is -1. As for the SMILES: [O-]/C=C\CCO. The frontier orbital gap comes out at 6.388 eV. The HOMO energy is -2.21 eV.



Run iii
This record from the OMol25 dataset describes an isolated ion of composition C4H7O2 and charge -1. The level of theory is ωB97M-V/def2-TZVPD.

Each line ends with the natural charge from an NBO analysis.
CARTESIAN COORDINATES (ANGSTROEM)
O: 0.78169 -0.92044 2.65231  -0.794
C: 0.80004 -0.11531 1.67029  0.279
C: 0.18310 -0.12674 0.43445  -0.588
C: 0.68259 0.53996 -0.77069  -0.416
C: -0.47996 0.55109 -1.88930  -0.062
O: -1.69195 -0.12146 -1.60803  -0.758
H: 1.62308 0.60084 1.77620  0.045
H: -2.10909 0.04927 -0.75820  0.478
H: -0.68237 -0.78197 0.36882  0.172
H: 0.97183 1.65387 -0.60899  0.165
H: 1.57606 0.00423 -1.16024  0.157
H: -0.71355 1.63535 -1.73534  0.149
H: -0.18083 0.08555 -2.82156  0.172

The net charge is -1. As for the SMILES: [O-]/C=C/CCO. The frontier orbital gap comes out at 5.947 eV. The HOMO energy is -1.98 eV.



Stability ranking, top and bottom: run i is the most stable and run iii is the least stable.